[1]
106
Properties=species:S:1:pos:R:3:mulliken_spin:R:1 method="wB97M-V/def2-TZVPD" e_homo_ev="-7.65 / -7.32" homo_lumo_gap_ev="7.80 / 7.30" mol_weight_da=962.40 e_lumo_ev="0.157 / -0.016" e_tot_ha=-3478.75181 de_lowest_ev=0.2013 multiplicity=2 fmax_ha_per_bohr=0.0173 charge=0
Re 0.31955 0.69000 -1.50599 0.7555
O -1.22428 4.08512 -1.07898 -0.0011
S -0.64309 3.24287 -2.08860 -0.0001
O -0.47136 3.80541 -3.39176 0.0023
O 0.72199 2.68653 -1.55771 0.0519
O -1.34375 1.87734 -2.13502 0.0012
C 3.18349 3.09483 0.35128 -0.0007
Si 3.69196 1.38209 -0.22478 -0.0054
C 3.77193 0.18095 1.22722 0.0009
C 5.46006 1.53585 -0.86837 -0.0010
C 2.55509 0.69390 -1.55845 -0.0225
C 2.58102 -0.77420 -1.64449 0.0158
C 3.58898 -1.73072 -1.52341 0.0031
C 3.25088 -3.06137 -1.68232 -0.0025
C 1.93098 -3.42914 -1.94535 0.0003
C 0.96939 -2.44362 -1.99351 -0.0077
N 1.31328 -1.16558 -1.83799 -0.0193
Si 2.83739 1.36930 -3.30698 0.0038
C 3.14492 3.21163 -3.36942 0.0006
C 1.31295 0.92556 -4.33157 0.0296
C 4.30156 0.52622 -4.13670 0.0009
H 3.43082 3.22596 1.40803 0.0001
H 2.12092 3.28571 0.21517 -0.0032
H 3.72693 3.85721 -0.21031 -0.0001
H 3.84783 0.72292 2.17379 0.0002
H 4.65481 -0.45847 1.15201 0.0002
H 2.89727 -0.46761 1.28440 -0.0011
H 6.12317 1.75388 -0.02595 0.0001
H 5.56564 2.34998 -1.58845 -0.0001
H 5.82469 0.62368 -1.34481 0.0001
H 4.60498 -1.42784 -1.31561 0.0001
H 4.01542 -3.82419 -1.60494 -0.0002
H 1.65429 -4.46375 -2.08806 0.0002
H -0.08079 -2.63762 -2.14446 -0.0017
H 2.24276 3.78413 -3.16646 0.0000
H 3.49818 3.46750 -4.37255 0.0000
H 3.91914 3.51892 -2.66419 0.0000
H 0.36773 1.37117 -3.98833 -0.0062
H 1.18463 -0.15535 -4.43057 -0.0003
H 1.44934 1.32939 -5.33853 -0.0003
H 5.25109 0.91905 -3.76843 0.0002
H 4.26468 0.70633 -5.21437 0.0004
H 4.30202 -0.55565 -3.98563 -0.0003
C -4.90707 -2.31158 -1.66683 0.0001
C -3.71264 -1.46055 -2.11070 0.0009
C -4.22375 -0.10156 -2.61116 0.0006
C -2.99410 -2.15612 -3.27300 -0.0024
Si -2.52894 -1.14930 -0.66001 -0.0278
O -1.09797 -0.64454 -1.25464 0.1207
C -2.23189 -2.75553 0.31182 0.0039
C -1.82186 -3.91759 -0.35373 0.0023
C -1.60309 -5.11255 0.31628 -0.0003
C -1.79734 -5.18425 1.68866 0.0005
C -2.20195 -4.05097 2.37638 -0.0008
C -2.41240 -2.85899 1.69416 -0.0043
C -3.36314 0.09021 0.49021 0.0060
C -4.34959 -0.31082 1.40212 0.0033
C -5.04583 0.61055 2.17138 0.0003
C -4.78964 1.96915 2.02929 0.0002
C -3.84179 2.39190 1.10989 0.0004
C -3.14104 1.46074 0.35334 -0.0097
H -5.58838 -2.46704 -2.51049 0.0000
H -5.47939 -1.81922 -0.87655 0.0000
H -4.59833 -3.29419 -1.30127 -0.0001
H -4.86354 -0.25170 -3.48792 0.0002
H -3.40646 0.56199 -2.89892 -0.0031
H -4.81646 0.41075 -1.85057 -0.0001
H -3.67274 -2.23510 -4.12935 -0.0002
H -2.68103 -3.17139 -3.02261 -0.0006
H -2.11823 -1.58938 -3.59693 0.0001
H -1.67631 -3.90201 -1.42558 0.0001
H -1.28972 -5.99078 -0.23496 0.0001
H -1.63731 -6.11652 2.21566 0.0002
H -2.34975 -4.08912 3.44877 0.0001
H -2.70426 -1.98622 2.26523 -0.0001
H -4.58883 -1.36221 1.51643 -0.0002
H -5.80057 0.26933 2.86927 0.0002
H -5.34751 2.69205 2.61260 0.0000
H -3.65818 3.44831 0.95142 -0.0001
H -2.44915 1.82092 -0.39453 0.0054
C -0.96719 1.72598 4.69834 0.0006
N -0.02453 1.98311 3.60535 0.0051
N 0.17590 0.91894 2.73300 0.0003
C 0.24354 1.39219 1.45307 0.0427
O 0.47018 0.58721 0.51089 0.0816
C 0.04298 2.79642 1.51103 -0.0034
C -0.17323 3.09813 2.81643 -0.0148
C -0.58744 4.39168 3.41791 -0.0005
C 0.72526 -0.30698 3.19945 -0.0014
C 0.43945 -1.47288 2.50420 -0.0071
C 1.01790 -2.66417 2.91259 0.0019
C 1.85475 -2.69274 4.01970 0.0016
C 2.11876 -1.52223 4.71723 -0.0013
C 1.56362 -0.32022 4.30625 0.0016
H -0.81581 0.71046 5.05276 -0.0002
H -2.00042 1.83710 4.36138 0.0003
H -0.75916 2.41216 5.51605 -0.0003
H -0.00476 3.46676 0.66882 0.0034
H -0.54457 5.17327 2.66351 0.0001
H 0.05918 4.66571 4.25202 0.0001
H -1.61333 4.33002 3.78881 -0.0001
H -0.21084 -1.44322 1.64365 0.0008
H 0.79429 -3.57106 2.36522 -0.0001
H 2.30053 -3.62526 4.33989 0.0000
H 2.77453 -1.53829 5.57784 0.0000
H 1.79213 0.60297 4.82253 -0.0003

---

[2]
111
Properties=species:S:1:pos:R:3:mulliken_spin:R:1 method="wB97M-V/def2-TZVPD" e_homo_ev="-9.17 / -9.17" homo_lumo_gap_ev="5.89 / 4.23" mol_weight_da=1193.80 e_lumo_ev="-3.281 / -4.944" e_tot_ha=-7786.24473 de_lowest_ev=2.0033 multiplicity=5 fmax_ha_per_bohr=0.0206 charge=+1
Pd 0.04620 -0.50132 -0.05096 0.6747
C -1.27816 -0.58817 4.50673 0.0034
C 0.01137 -0.67411 5.32761 0.0146
C -0.00145 -1.99023 6.12212 -0.0093
C 0.06615 0.51986 6.29161 -0.0036
C 1.24562 -0.65779 4.43440 -0.0259
C 2.53882 -0.75937 4.98969 0.2075
C 3.67442 -0.76216 4.19471 -0.0619
C 3.59991 -0.71245 2.80788 0.2033
S 5.23386 -0.52561 2.14333 0.0433
C 2.89773 -1.08471 -0.12412 -0.2039
N 1.97453 -0.78324 0.91894 0.5016
C 2.29352 -0.68521 2.20492 0.0778
C 1.16207 -0.58793 3.07769 0.0561
C 4.04684 -0.05737 -1.89549 0.1080
C 4.86271 0.57214 -2.80083 -0.0882
C 4.53742 0.49280 -4.16239 0.2248
C 3.40280 -0.20613 -4.60410 -0.0703
C 2.55402 -0.81170 -3.70893 0.1781
C 2.87005 -0.73490 -2.33351 0.0925
H -2.13407 -0.60058 5.18550 0.0011
H -1.37519 -1.43853 3.82334 0.0020
H -1.31979 0.34181 3.92854 -0.0046
H -0.90183 -2.04114 6.73977 0.0005
H 0.86357 -2.07584 6.78426 0.0012
H -0.00007 -2.84842 5.44437 0.0021
H -0.82208 0.52609 6.92774 0.0007
H 0.09868 1.46156 5.73744 -0.0002
H 0.94371 0.47640 6.94155 0.0013
H 2.66554 -0.82601 6.06402 0.0054
H 4.65265 -0.79665 4.66321 0.0057
H 0.21523 -0.51035 2.58036 0.0620
H 5.73516 1.12663 -2.48388 0.0021
H 5.17168 0.99036 -4.88525 0.0094
H 3.19033 -0.25730 -5.66482 0.0014
H 1.66648 -1.33879 -4.03455 0.0066
I 7.23817 -0.36651 -0.21531 0.0020
C 5.23554 -0.78859 0.31999 0.0593
C 4.86465 -2.22463 0.34198 -0.0037
N 3.60998 -2.36870 0.17231 0.0742
N 2.14667 -1.26263 -1.34599 0.4964
C 4.07858 -0.09501 -0.38761 0.0716
H 5.53792 -3.04894 0.55494 0.0022
H 3.06561 -3.23226 0.37941 0.0020
H 3.87594 0.88888 0.03078 -0.0081
C -5.78275 -0.62337 -0.39333 0.0316
Si -4.49575 -0.96892 0.89153 0.0372
C -4.69031 -2.68941 1.56719 0.0068
C -4.49831 0.30409 2.23658 0.0026
As -2.28737 -1.21669 -0.04594 0.4749
Si -1.74878 1.06951 -1.03900 0.0033
C -3.34965 1.40740 -1.96569 0.0896
C -1.93672 2.12634 0.48825 0.0000
C -0.44333 1.42274 -2.34406 -0.0502
Si -2.61154 -2.66349 -1.95365 -0.0032
C -0.99161 -2.58656 -2.87124 0.0064
C -3.98667 -2.18457 -3.12600 0.0111
C -3.06028 -4.34888 -1.29003 0.0065
H -6.76549 -0.85278 0.03601 0.0032
H -5.64663 -1.24353 -1.28139 -0.0096
H -5.78689 0.42213 -0.70750 -0.0010
H -5.54045 -2.75232 2.25396 -0.0004
H -3.78746 -2.99206 2.10546 0.0004
H -4.85092 -3.40594 0.75586 -0.0004
H -5.32211 0.09313 2.92807 0.0003
H -4.64542 1.31214 1.84308 0.0007
H -3.56509 0.28691 2.80619 0.0000
H -4.16645 1.60210 -1.26575 -0.0007
H -3.65475 0.59113 -2.61952 -0.0168
H -3.20322 2.29905 -2.58752 0.0087
H -2.94963 1.98829 0.87638 0.0008
H -1.81238 3.18766 0.24987 0.0024
H -1.22982 1.87094 1.26864 -0.0078
H -0.87711 1.25727 -3.33733 0.0018
H 0.45653 0.82833 -2.25725 0.0343
H -0.14187 2.47192 -2.25168 -0.0003
H -1.03833 -1.81093 -3.64439 0.0020
H -0.75720 -3.54195 -3.35659 -0.0006
H -0.16817 -2.35261 -2.20702 -0.0078
H -4.06022 -1.11601 -3.32559 -0.0034
H -4.95549 -2.52723 -2.75138 0.0001
H -3.80722 -2.68624 -4.08567 0.0000
H -2.74122 -4.47763 -0.25677 -0.0053
H -2.58696 -5.13661 -1.88568 -0.0001
H -4.14493 -4.49433 -1.34441 0.0004
S -0.25298 7.35995 0.61046 0.0048
C 0.39138 5.89718 0.19536 -0.0013
S 0.47019 4.59685 1.34682 0.0076
C 1.05933 3.49118 0.11642 0.0123
N 1.21540 4.06336 -1.02091 0.0358
N 0.87335 5.40669 -0.99494 0.0039
C 1.10301 6.10657 -2.23442 -0.0015
C 1.22583 7.48811 -2.30531 0.0009
C 1.43750 8.09573 -3.53823 -0.0004
C 1.54224 7.34413 -4.69734 0.0007
C 1.45291 5.96161 -4.61520 0.0000
C 1.23486 5.34206 -3.39571 0.0004
S 1.41434 1.84357 0.50695 0.1310
H 1.16414 8.09272 -1.41890 0.0003
H 1.52140 9.17541 -3.58083 0.0000
H 1.69518 7.82939 -5.65485 0.0000
H 1.54949 5.35564 -5.51002 0.0001
H 1.16881 4.26659 -3.33265 0.0008
C 0.20470 -6.51233 -0.82318 -0.0028
O -0.21813 -5.22601 -0.32412 0.0197
C 0.54877 -4.50759 0.47665 0.0521
S 2.10506 -4.94861 0.90137 0.0931
S -0.18732 -3.06415 1.08882 0.3085
H -0.30051 -6.64739 -1.77474 0.0002
H -0.10784 -7.28220 -0.12221 0.0009
H 1.27948 -6.55067 -0.95345 0.0004